DFT (ωB97M-V with the def2-TZVPD basis set) results for a single C9H6ClNS molecule in a non-equilibrium geometry.

```
! RIJCOSX wB97M-V def2-TZVPD def2/J DEFGRID3
* xyz 0 1
Cl -4.376 0.399 0.426
S 1.038 1.800 0.442
N 1.301 -0.674 -0.124
C 3.489 0.374 0.330
C 2.017 0.286 0.216
C -2.586 0.323 0.181
C -2.358 -1.059 -0.094
C 0.020 -0.416 -0.137
C -3.590 -1.562 -0.040
C -0.347 0.915 0.063
C -1.009 -1.483 -0.520
C -1.687 1.320 0.113
H 4.035 0.375 1.263
H 3.803 1.302 -0.051
H -1.119 -1.370 -1.702
H -1.944 2.293 0.324
H 3.942 -0.377 -0.357
H -0.629 -2.447 -0.335
*
```

## Properties
**E_tot**: -1259.497089 a.u.
**Energy above the lowest of the compared OMol25 structures with the same formula, charge and spin**: 5.1881 eV
**M**: 195.7 g/mol